# C3H10NO3

A cluster of 2 separate species, C3H10NO3 in total (the ωB97M-V functional and the def2-TZVPD basis, the OMol25 dataset).

Computed properties:
DFT total energy, eV: -10899.3749
Total charge: +1
Orbital gap, Ha: 0.4298
Energy above the lowest of the compared OMol25 structures with the same formula, charge and spin, kcal/mol: 25.1

CARTESIAN COORDINATES (ANGSTROEM)
O -1.97691 -2.51929 -0.06415
O -1.63330 -0.63986 1.15304
O 0.37780 1.74774 1.81237
N 0.23507 0.35625 -0.52958
C -0.32054 -0.97989 -0.82978
C 1.54932 0.52517 -1.18937
C -1.41172 -1.49698 0.13261
H 1.83218 1.57470 -1.22739
H -0.75643 -1.10760 -1.81263
H 2.26948 0.01061 -0.60027
H -2.47254 -0.88781 1.57827
H 0.34370 -1.82340 -0.75378
H 1.60338 0.07098 -2.17591
H 0.32283 0.42110 0.48389
H -0.24089 2.38148 2.20016
H -0.49813 1.01675 -0.78295
H 0.77670 1.35005 2.60545

Atomic partial charges in e from the Löwdin method, atoms 1 to 4: atom 1 (O): 0.18, atom 2 (O): 0.12, atom 3 (O): -0.04, atom 4 (N): 0.02

=====

# C3H10NO4

A cluster of 3 separate species, C3H10NO4 in total (the ωB97M-V functional and the def2-TZVPD basis, the OMol25 dataset).

Computed properties:
DFT total energy, eV: -12952.4418
Total charge: -1
Orbital gap, Ha: 0.2255
Energy above the lowest of the compared OMol25 structures with the same formula, charge and spin, kcal/mol: 89.3

CARTESIAN COORDINATES (ANGSTROEM)
O -1.91655 1.60327 -1.57618
O 2.98050 3.78306 2.40731
O 0.51373 -4.18496 0.83958
O -0.11070 -1.72702 0.10304
N -1.67905 -0.52578 -1.03876
C -1.11559 0.70003 -1.44833
C 0.26715 0.98482 -1.78499
C -1.22030 -1.07727 0.42668
H 0.29476 -3.71588 1.66364
H 2.97964 3.60757 3.32153
H 0.31581 1.80364 -2.53658
H -2.11823 -1.71646 0.71366
H 1.99430 3.89893 2.13311
H 0.79847 -0.03084 -1.89766
H 0.07809 -3.52108 0.24101
H 0.60273 1.50715 -0.83025
H -1.55608 -1.23530 -1.68694
H -1.10867 -0.15387 0.95015

Atomic partial charges in e from the Löwdin method, atoms 1 to 4: atom 1 (O): 0.01, atom 2 (O): -0.08, atom 3 (O): -0.16, atom 4 (O): -0.31

=====

# C3H10NO4

A cluster of 3 separate species, C3H10NO4 in total (the ωB97M-V functional and the def2-TZVPD basis, the OMol25 dataset).

Computed properties:
DFT total energy, eV: -12953.7873
Total charge: -1
Orbital gap, Ha: 0.2912
Energy above the lowest of the compared OMol25 structures with the same formula, charge and spin, kcal/mol: 58.2

CARTESIAN COORDINATES (ANGSTROEM)
O 1.53272 1.27480 -3.65595
O 0.13979 -2.27586 1.85756
O -1.05408 -0.39522 0.31215
O -2.90346 -0.12777 2.13819
N 1.14976 0.27485 -0.24734
C -0.18901 0.63581 0.33536
C 1.59762 1.13103 -2.45315
C 0.99570 0.01632 -1.68865
H -2.18955 -0.28049 1.46832
H -2.94401 0.78408 2.46303
H -0.45310 1.56648 -0.21947
H 1.44202 -0.56809 0.24242
H 2.16146 1.85056 -1.82914
H -0.14021 0.91926 1.43240
H -0.35563 -1.84559 1.10942
H 1.55403 -0.91066 -1.89244
H -0.29900 -1.83157 2.56715
H -0.04503 -0.21793 -1.93986

Atomic partial charges in e from the Löwdin method, atoms 1 to 4: atom 1 (O): 0.00, atom 2 (O): -0.11, atom 3 (O): -0.32, atom 4 (O): -0.13

=====

# C3H10NO4

A cluster of 3 separate species, C3H10NO4 in total (the ωB97M-V functional and the def2-TZVPD basis, the OMol25 dataset).

Computed properties:
DFT total energy, eV: -12952.4967
Total charge: -1
Orbital gap, Ha: 0.2804
Energy above the lowest of the compared OMol25 structures with the same formula, charge and spin, kcal/mol: 88.0

CARTESIAN COORDINATES (ANGSTROEM)
O 0.84933 -0.61155 0.38102
O 3.35805 -0.92344 0.24205
O 1.97767 -1.97460 2.77797
O -4.10291 1.63415 -0.56334
N -1.01898 -0.03705 -0.97902
C 0.48297 0.09542 -0.68445
C -1.68086 1.26602 -0.66755
C -3.19933 0.96318 -0.91023
H -1.49005 2.08901 -1.39680
H 1.23031 -2.47605 2.27660
H -1.41074 -0.65401 -0.22888
H 0.73210 1.26462 -0.78703
H 1.84632 -1.17572 2.18682
H -1.36318 1.90950 0.23527
H 2.34825 -0.64071 0.33324
H 1.04851 -0.43762 -1.58837
H -3.35632 0.04968 -1.47782
H 3.74888 -0.34084 0.85053

Atomic partial charges in e from the Löwdin method, atoms 1 to 4: atom 1 (O): -0.30, atom 2 (O): -0.15, atom 3 (O): -0.16, atom 4 (O): 0.03

=====

# C3H10NO4

A structure of composition C3H10NO4 (the ωB97M-V functional and the def2-TZVPD basis, the OMol25 dataset).

Computed properties:
DFT total energy, eV: -12946.2600
Total charge: -2
Orbital gap (alpha / beta), Ha: 0.1308 / 0.1973
⟨S²⟩: 0.757
2S+1: 2
Energy above the lowest of the compared OMol25 structures with the same formula, charge and spin, kcal/mol: 76.4

CARTESIAN COORDINATES (ANGSTROEM)
O -1.43737 -1.36122 -1.59419
O -1.72792 0.48873 0.21870
O -1.08181 -1.48275 1.88968
O 3.05573 -0.81932 0.63457
N 0.48354 1.27838 -0.59189
C 0.97215 0.21417 0.25761
C -0.80809 1.49866 0.15846
C 2.28032 -0.26515 -0.27818
H -2.32054 -1.40987 -2.02002
H -1.20123 2.33895 -0.51035
H -1.41788 -0.68582 1.37266
H 0.25688 0.77697 -1.48377
H 2.69726 0.39684 -1.03090
H 1.10392 0.03557 1.31829
H -0.12347 -1.46400 1.68044
H -1.53187 -0.57822 -0.85448
H 1.27313 -0.86890 -0.38012
H -0.47275 1.90697 1.21349

Atomic partial charges in e from the Löwdin method, atoms 1 to 4: atom 1 (O): -0.22, atom 2 (O): -0.34, atom 3 (O): -0.18, atom 4 (O): -0.34

=====

# C3H10NO4

A cluster of 2 separate species, C3H10NO4 in total (the ωB97M-V functional and the def2-TZVPD basis, the OMol25 dataset).

Computed properties:
DFT total energy, eV: -12944.6576
Total charge: +1
Orbital gap, Ha: 0.3956
Energy above the lowest of the compared OMol25 structures with the same formula, charge and spin, kcal/mol: 59.0

CARTESIAN COORDINATES (ANGSTROEM)
O 2.46119 0.77621 0.07907
O -1.13998 1.04637 -0.32413
O -1.77123 0.15595 1.71161
O -0.88898 -0.86249 -2.38200
N 0.63691 -1.54474 0.13073
C 0.47951 -0.28035 0.86541
C 1.12251 0.84890 0.07136
C -1.03942 0.26816 0.78598
H 0.72077 -0.60684 1.88468
H 0.56265 -2.31757 0.89524
H -0.15291 -0.70484 -3.01165
H -0.14726 -1.79488 -0.50882
H -1.75327 -0.82193 -2.72549
H 0.87705 0.82604 -1.06113
H -2.20989 1.39038 -0.50004
H 1.39628 -1.78140 -0.47257
H 0.71902 1.77393 0.61132
H 2.86552 0.90173 0.96051

Atomic partial charges in e from the Löwdin method, atoms 1 to 4: atom 1 (O): -0.01, atom 2 (O): -0.01, atom 3 (O): 0.17, atom 4 (O): -0.03